Below is one molecule with the formula C3H5FO, with properties calculated with ωB97M-V/def2-TZVPD.

The geometry in XYZ format:
```
10
C3H5FO (ωB97M-V/def2-TZVPD)
C -0.425 -0.256 -0.453
C 0.070 0.967 -0.002
C 0.802 -0.344 0.286
H -1.831 -1.435 -0.064
H -0.161 -0.371 -1.472
H 0.586 1.705 -0.644
H -0.415 1.511 0.959
H 0.924 -0.673 1.374
O -1.688 -0.556 0.117
F 2.138 -0.549 -0.101
```

Summary:
frontier orbital gap = 10.96 eV
structure (SMILES) = O[C@H]1C[C@@H]1F


Below is one molecule with the formula C3H5FO, with properties calculated with ωB97M-V/def2-TZVPD.

The geometry in XYZ format:
```
10
C3H5FO (ωB97M-V/def2-TZVPD)
C 0.428 -0.242 0.455
C -0.216 1.047 0.009
C -0.783 -0.266 -0.427
H 1.760 -1.499 -0.145
H 0.245 -0.524 1.500
H -0.770 1.621 0.757
H 0.322 1.640 -0.749
H -0.683 -0.574 -1.444
O 1.673 -0.527 -0.088
F -1.975 -0.675 0.133
```

Summary:
frontier orbital gap = 10.93 eV
structure (SMILES) = O[C@H]1C[C@@H]1F


Below is one molecule with the formula C3H5FO2, with properties calculated with ωB97M-V/def2-TZVPD.

The geometry in XYZ format:
```
11
C3H5FO2 (ωB97M-V/def2-TZVPD)
C -0.031 0.333 -0.353
C 1.353 0.402 0.302
C -0.848 -0.892 0.004
H -1.658 1.222 -0.038
H 0.105 0.157 -1.430
H 1.962 1.311 0.061
H 1.239 0.325 1.473
H -0.284 -1.789 0.032
O -0.721 1.477 -0.004
O -2.027 -0.725 0.150
F 1.975 -0.701 -0.109
```

Summary:
frontier orbital gap = 10.98 eV
structure (SMILES) = O=C[C@@H](O)CF


Below is a 2-piece molecular cluster, C3H5FO3S overall, with properties calculated with ωB97M-V/def2-TZVPD.

The geometry in XYZ format:
```
13
C3H5FO3S (ωB97M-V/def2-TZVPD)
C -2.370 1.180 0.583
C -2.694 0.296 -0.319
C 2.209 0.763 -0.277
O 2.465 -2.709 1.177
O 2.531 -0.325 0.462
O 1.207 0.901 -0.880
F 1.635 -2.295 -1.149
S 1.589 -1.843 0.479
H -1.790 2.006 0.355
H -2.494 0.785 1.627
H -2.990 -0.727 -0.319
H -2.338 0.468 -1.281
H 3.041 1.501 -0.458
```

Summary:
frontier orbital gap = 10.47 eV


Below is one molecule with the formula C3H5FOS2, with properties calculated with ωB97M-V/def2-TZVPD.

The geometry in XYZ format:
```
12
C3H5FOS2 (ωB97M-V/def2-TZVPD)
C 0.626 -0.700 -0.431
C -0.379 -0.514 0.690
C -1.356 0.558 0.160
H 2.089 0.240 -1.230
H 1.257 -1.566 -0.249
H -0.001 -0.907 -1.388
H 0.176 -0.099 1.555
H 0.593 1.983 0.444
O 1.474 0.419 -0.487
F -0.972 -1.696 0.969
S -0.737 2.214 0.461
S -2.770 0.069 -0.494
```

Summary:
frontier orbital gap = 8.47 eV
structure (SMILES) = OC[C@H](F)C(=S)S


Below is C3H5FS as an isolated structure, with properties calculated with ωB97M-V/def2-TZVPD.

The geometry in XYZ format:
```
10
C3H5FS (ωB97M-V/def2-TZVPD)
C 2.480 0.252 0.082
C 0.816 -0.068 0.225
C -0.204 0.924 -0.221
H 3.174 -0.709 0.793
H 2.876 0.476 -1.139
H 3.020 1.277 0.417
H 0.683 -0.110 1.522
H 0.329 2.291 -0.827
F 0.258 -1.269 -0.321
S -1.935 0.097 0.101
```

Summary:
frontier orbital gap = 7.33 eV


Below is one molecule with the formula C3H5FS, with properties calculated with ωB97M-V/def2-TZVPD.

The geometry in XYZ format:
```
10
C3H5FS (ωB97M-V/def2-TZVPD)
C 1.384 0.262 -0.507
C -0.061 0.643 -0.553
C -0.714 0.869 0.777
H 1.830 -0.169 -1.433
H 1.881 1.209 -0.274
H -0.342 1.449 -1.298
H -0.300 0.514 1.710
H -1.547 1.611 0.834
F 1.591 -0.618 0.572
S -1.219 -0.606 -0.187
```

Summary:
frontier orbital gap = 9.77 eV
structure (SMILES) = FC[C@@H]1CS1


Below is one molecule with the formula C3H5FS, with properties calculated with ωB97M-V/def2-TZVPD.

The geometry in XYZ format:
```
10
C3H5FS (ωB97M-V/def2-TZVPD)
C 0.847 0.452 -0.665
C -0.205 0.552 0.291
C -0.751 -0.813 0.649
H 0.957 1.338 -1.344
H 1.842 0.180 -0.214
H -0.101 1.124 1.135
H -0.398 -1.552 -0.023
H -0.728 -1.022 1.670
F 0.492 -0.583 -1.477
S -1.955 0.326 -0.023
```

Summary:
frontier orbital gap = 9.97 eV
structure (SMILES) = FC[C@@H]1CS1


Below is one molecule with the formula C3H5FS, with properties calculated with ωB97M-V/def2-TZVPD.

The geometry in XYZ format:
```
10
C3H5FS (ωB97M-V/def2-TZVPD)
C -0.736 0.649 0.594
C 0.474 -0.276 0.436
C 0.696 -1.258 -0.521
H -0.458 1.020 -1.716
H -0.541 1.186 1.570
H -1.733 0.090 0.546
H 1.676 -1.754 -0.371
H 0.135 -1.762 -1.190
F 1.250 0.171 1.398
S -0.763 1.935 -0.745
```

Summary:
frontier orbital gap = 10.15 eV
structure (SMILES) = C=C(F)CS


Below is C3H5FS as an isolated structure, with properties calculated with ωB97M-V/def2-TZVPD.

The geometry in XYZ format:
```
10
C3H5FS (ωB97M-V/def2-TZVPD)
C -2.056 -0.743 -0.480
C -0.974 0.147 0.522
C 0.447 -0.609 0.494
H -2.846 0.248 -1.269
H -1.312 -1.320 -1.174
H -2.758 -1.368 0.561
H -1.177 0.232 1.742
H 0.485 -1.817 0.778
F -0.670 1.375 -0.040
S 1.821 -0.070 -0.219
```

Summary:
frontier orbital gap = 8.32 eV


Below is C3H5HgO4 as an isolated structure, with properties calculated with ωB97M-V/def2-TZVPD.

The geometry in XYZ format:
```
13
C3H5HgO4 (ωB97M-V/def2-TZVPD)
O -2.383 -0.166 0.526
C -1.673 0.706 0.072
O -0.377 0.630 -0.074
O -2.139 1.832 -0.483
H -3.099 1.781 -0.564
C 1.891 -0.716 -0.044
O 2.282 0.488 0.292
C 0.424 -1.020 0.040
H 2.494 -1.557 0.350
H 1.208 -0.902 -1.225
H 0.151 -1.141 1.099
H 0.095 -1.975 -0.387
Hg 1.126 2.041 0.398
```

Summary:
frontier orbital gap (alpha / beta) = 7.61 / 7.17 eV
multiplicity = 2


Below is a 2-piece molecular cluster, C3H5I3 overall, with properties calculated with ωB97M-V/def2-TZVPD.

The geometry in XYZ format:
```
11
C3H5I3 (ωB97M-V/def2-TZVPD)
C 1.534 -0.214 0.444
C -1.227 -0.565 -0.090
C -0.264 0.508 -0.423
I 3.111 0.718 -0.577
I -3.310 0.004 -0.391
I -0.539 2.378 0.532
H 1.491 -1.274 0.253
H 1.463 0.088 1.473
H -1.063 -1.440 -0.718
H -1.180 -0.846 0.963
H -0.016 0.644 -1.465
```

Summary:
frontier orbital gap = 8.79 eV


Below is one molecule with the formula C3H5IN2, with properties calculated with ωB97M-V/def2-TZVPD.

The geometry in XYZ format:
```
11
C3H5IN2 (ωB97M-V/def2-TZVPD)
C -0.305 0.780 0.419
C -1.154 0.695 -0.630
C 0.720 -0.188 0.181
N 0.324 -0.780 -1.032
N -0.944 -0.381 -1.459
I -2.885 -1.863 -1.019
H -0.418 1.604 1.203
H -2.092 1.265 -0.858
H 1.843 0.289 0.102
H 0.631 -0.783 1.137
H 0.796 -1.683 -1.181
```

Summary:
frontier orbital gap (alpha / beta) = 7.53 / 6.84 eV
structure (SMILES) = IN1C=CCN1


Below is one molecule with the formula C3H5IN2, with properties calculated with ωB97M-V/def2-TZVPD.

The geometry in XYZ format:
```
11
C3H5IN2 (ωB97M-V/def2-TZVPD)
C -1.291 -1.079 -0.715
C -0.632 -0.028 -0.153
C 0.811 0.008 0.351
N -1.555 0.961 -0.245
N -2.493 0.257 -0.994
I -4.358 -0.133 0.060
H -1.618 -2.134 -0.759
H 1.001 -1.000 0.764
H 1.608 0.337 -0.365
H 0.980 0.608 1.296
H -1.178 1.882 -0.423
```

Summary:
frontier orbital gap = 8.30 eV
structure (SMILES) = Cc1cn(I)[nH]1


Below is an isolated ion of composition C3H5IN3 and charge +1, with properties calculated with ωB97M-V/def2-TZVPD.

The geometry in XYZ format:
```
12
C3H5IN3 (ωB97M-V/def2-TZVPD)
C 0.196 -1.124 -2.491
C 0.231 0.662 -1.141
C -0.124 0.224 1.178
N 0.276 0.079 -2.339
N -0.126 -1.476 -0.525
N 0.101 -0.254 -0.147
I -0.530 -3.199 0.359
H 0.376 -2.081 -3.069
H 0.160 1.778 -0.823
H 0.290 -0.338 2.055
H 0.330 1.144 1.418
H -1.209 0.179 1.430
```

Summary:
frontier orbital gap = 8.28 eV
total charge = +1


Below is C3H5IO as an isolated structure, with properties calculated with ωB97M-V/def2-TZVPD.

The geometry in XYZ format:
```
10
C3H5IO (ωB97M-V/def2-TZVPD)
C 0.888 -0.102 -1.287
C -0.430 0.298 1.367
C -1.560 0.352 0.695
O -2.410 0.561 -0.078
I -0.481 -1.435 2.594
H 0.141 -0.795 -1.347
H 0.538 0.853 -0.993
H 0.326 0.887 1.768
H 1.563 0.009 -2.221
H 1.425 -0.629 -0.496
```

Summary:
frontier orbital gap = 8.40 eV


Below is C3H5InO4 as an isolated structure, with properties calculated with ωB97M-V/def2-TZVPD.

The geometry in XYZ format:
```
13
C3H5InO4 (ωB97M-V/def2-TZVPD)
H 0.522 0.679 -0.513
C -0.123 1.354 0.257
C -0.701 0.075 0.801
O -0.889 2.006 -0.670
H -0.001 2.026 1.134
H -1.764 -0.089 0.587
H -0.712 0.084 1.900
In -2.440 2.707 -1.030
O 0.081 -1.266 0.526
C 1.363 -1.158 0.717
O 1.922 -0.134 1.103
O 1.999 -1.978 -0.121
H 2.900 -2.117 0.193
```

Summary:
frontier orbital gap (alpha / beta) = 8.84 / 5.21 eV
total charge = +1
multiplicity = 2


Below is C3H5KO4 as an isolated structure, with properties calculated with ωB97M-V/def2-TZVPD.

The geometry in XYZ format:
```
13
C3H5KO4 (ωB97M-V/def2-TZVPD)
C -0.319 2.734 -0.284
C 0.213 1.601 0.568
O -0.716 0.880 1.237
K -1.132 -2.007 1.080
H 0.503 3.220 -0.825
H -1.048 2.358 -1.016
H -0.809 3.488 0.349
H 0.995 1.919 1.293
H 0.796 0.838 -0.039
O 0.850 -3.404 0.549
C 0.386 -3.822 -0.592
O -0.869 -3.550 -0.815
O 1.148 -4.255 -1.505
```

Summary:
frontier orbital gap (alpha / beta) = 3.87 / 1.87 eV
total charge = -1
multiplicity = 2


Below is C3H5KO4 as an isolated structure, with properties calculated with ωB97M-V/def2-TZVPD.

The geometry in XYZ format:
```
13
C3H5KO4 (ωB97M-V/def2-TZVPD)
C 1.153 1.050 1.562
O 0.218 0.894 0.518
C 0.549 -0.056 -0.495
O -0.290 -1.133 -0.385
K -2.362 0.868 0.367
H 0.601 1.194 2.498
H 1.803 0.169 1.677
H 1.762 1.943 1.351
H 1.578 -0.431 -0.352
H 0.495 0.491 -1.453
O -2.384 -0.688 -1.519
C -1.569 -1.585 -1.694
O -1.555 -2.717 -2.074
```

Summary:
frontier orbital gap = 7.86 eV


Below is a 2-piece molecular cluster, C3H5N overall, with properties calculated with ωB97M-V/def2-TZVPD.

The geometry in XYZ format:
```
9
C3H5N (ωB97M-V/def2-TZVPD)
C -1.388 0.562 -0.349
C -0.141 0.183 -0.439
C 0.751 -0.607 0.257
N 1.066 -0.251 1.456
H -1.794 1.467 -0.774
H -1.901 0.178 0.428
H 0.454 0.842 -2.281
H 1.278 -1.466 -0.358
H 1.676 -0.908 2.060
```

Summary:
frontier orbital gap (alpha / beta) = 8.86 / 8.52 eV


ΔE to the lowest compared entry with this formula, charge and spin, record by record: 49.5 20.1 24.7 39.5 7.9 173.8 11.7 19.1 27.4 104.0 108.2 0.1 44.4 79.1 89.4 32.5 34.0 27.2 24.2 130.0 kcal per mole